(1)
Entry from OMol25: one molecule with the formula C3H9N3OS in a non-equilibrium geometry (wB97M-V/def2-TZVPD).

Properties
SMILES: COCS/N=C\NN
HOMO in Ha: -0.295
Maximum force in eV Å⁻¹: 1.4

XYZ file:
```
17
Properties=species:S:1:pos:R:3:forces:R:3
C 2.4616 0.9085 0.6279 -0.82 0.15 -1.15
O 2.6428 -0.4532 0.3010 0.30 -0.64 -0.01
C 1.7392 -1.0329 -0.6164 0.15 0.82 0.71
S 0.0120 -1.1504 -0.1078 0.71 -0.79 0.54
N -0.3952 0.4032 -0.5357 -0.31 0.65 -0.62
C -1.5949 0.8093 -0.5293 0.36 0.98 -0.63
N -2.7143 0.3022 0.0219 -1.23 -0.07 -0.06
N -2.8770 -0.8736 0.7435 0.32 -0.77 0.30
H 1.4712 1.0111 1.0929 0.52 0.36 0.41
H 2.4167 1.5223 -0.2977 0.09 -0.21 0.31
H 3.3228 1.2431 1.2095 -0.37 -0.22 0.22
H 1.7295 -0.4718 -1.5497 0.03 -0.02 -0.21
H 2.0741 -2.0454 -0.7377 0.19 -0.47 -0.25
H -1.7991 1.7650 -1.0492 0.11 -0.37 0.43
H -3.5946 0.6146 -0.3465 0.04 0.37 0.03
H -2.2955 -0.8680 1.5715 -0.06 0.20 0.07
H -2.5993 -1.6839 0.2017 -0.04 0.01 -0.08
```
Positions in Å, forces in eV/Å.

=====

(2)
Entry from OMol25: one molecule with the formula C3H9N3S in a non-equilibrium geometry (wB97M-V/def2-TZVPD).

Properties
SMILES: C/C(=N/N)N(C)S
HOMO in Ha: -0.314
Maximum force in eV Å⁻¹: 1.8

XYZ file:
```
16
Properties=species:S:1:pos:R:3:forces:R:3
C -0.6882 1.4515 -0.9598 -1.53 0.38 -0.40
C -0.5975 0.1198 -0.3090 1.65 -0.07 0.21
N -1.6288 -0.6019 -0.2574 0.10 -0.22 0.21
N -1.4781 -1.8347 0.3143 1.07 -0.65 0.61
N 0.6824 -0.3425 0.2441 -0.41 1.31 0.46
C 1.5235 0.7402 0.8777 0.24 -1.48 -1.07
S 1.5406 -1.3591 -0.8333 0.42 0.44 -0.30
H -1.3715 1.3299 -1.8473 0.73 0.38 0.88
H 0.2587 1.8714 -1.2686 0.16 -0.02 -0.10
H -1.1807 2.1345 -0.2369 0.33 -0.04 -0.57
H -2.3519 -2.1340 0.6665 -0.87 -0.36 0.24
H -0.7460 -1.9080 1.0528 -0.60 0.41 -0.76
H 1.8120 1.5181 0.1616 0.02 -0.07 0.08
H 0.9289 1.1697 1.6500 -0.33 0.41 0.67
H 2.4501 0.2910 1.2987 -0.77 0.19 -0.27
H 0.8463 -2.4459 -0.5535 -0.23 -0.62 0.10
```
Positions in Å, forces in eV/Å.

=====

(3)
Entry from OMol25: C3H9N4O as an isolated structure in a non-equilibrium geometry (wB97M-V/def2-TZVPD).

Properties
HOMO in Ha: -0.515
Net charge: +1
Maximum force in eV Å⁻¹: 4.1

XYZ file:
```
17
Properties=species:S:1:pos:R:3:forces:R:3
C 1.5203 0.0274 -1.2223 1.49 -1.89 1.24
C -0.5857 -0.6232 1.5661 -0.42 -3.50 1.85
C -1.4478 0.2061 0.7586 -0.30 0.23 0.66
N 0.3745 0.4934 -1.8190 0.54 3.09 -0.80
N 1.1672 -0.6777 -0.0596 -1.21 0.36 -0.19
N -1.0567 1.4015 0.5988 0.39 1.73 0.38
N -0.0941 -1.1636 0.3034 2.15 3.48 0.11
O 2.7019 0.1112 -1.4991 -1.76 0.72 0.08
H 0.1870 -0.1093 2.1203 0.25 0.37 -0.27
H -0.9248 -1.4297 2.3244 -0.22 1.36 -1.61
H -2.3393 -0.0749 0.2807 -0.87 -0.94 -0.54
H 0.6285 1.2749 -2.4279 0.04 -0.14 0.10
H 1.8740 -1.1146 0.4412 1.84 -0.78 0.73
H -0.3493 1.7189 1.2045 1.14 0.50 0.65
H -1.3358 2.1064 -0.0405 -0.83 0.05 -0.90
H -0.2757 -2.0043 -0.1071 -1.19 -2.90 -0.49
H -0.0445 -0.1425 -2.4226 -1.03 -1.74 -1.01
```
Positions in Å, forces in eV/Å.

=====

(4)
Entry from OMol25: a 2-piece molecular cluster, C3H9N4O3 overall in a non-equilibrium geometry (wB97M-V/def2-TZVPD).

Properties
HOMO in Ha: -0.501
Net charge: +1
Maximum force in eV Å⁻¹: 6.1

XYZ file:
```
19
Properties=species:S:1:pos:R:3:forces:R:3
C -2.0717 0.8600 0.9327 1.36 -0.32 -0.51
C -2.8604 -1.5974 0.8420 0.06 2.65 1.42
C 2.5448 -0.5509 -0.7615 6.13 0.13 0.02
N -2.6977 -0.3272 1.3523 -0.83 1.93 3.04
N 1.5207 0.2698 -0.3439 -1.58 1.27 0.77
N -1.3980 1.0010 -0.2027 -2.71 -1.19 3.33
N 1.2934 1.2935 -0.9811 1.12 -0.35 -2.00
O -0.9736 2.1849 -0.5298 -0.18 1.62 -0.47
O -1.3392 0.0582 -1.1201 0.68 -0.05 -1.73
O -2.5715 -1.9247 -0.2454 0.60 -1.50 -3.08
H -1.9891 1.6637 1.7038 -0.22 -0.64 -1.18
H -3.2991 -2.1629 1.5920 -0.96 -1.88 1.22
H 3.2859 -0.7865 0.1597 -1.90 0.59 -1.90
H 2.3571 -1.4951 -1.1957 -1.19 -1.10 -0.11
H 3.2495 -0.0386 -1.5631 -1.35 -0.64 1.36
H -3.1417 -0.2288 2.3576 1.36 -0.14 -2.81
H 1.8393 1.3187 -1.9209 -0.35 0.25 1.48
H 0.0385 2.1514 -0.7971 -0.24 -1.15 0.47
H -1.9192 -0.7761 -0.9578 0.20 0.50 0.70
```
Positions in Å, forces in eV/Å.

=====

(5)
Entry from OMol25: C3H9N5 as an isolated structure in a non-equilibrium geometry (wB97M-V/def2-TZVPD).

Properties
HOMO in Ha: -0.302
Maximum force in eV Å⁻¹: 7.7

XYZ file:
```
17
Properties=species:S:1:pos:R:3:forces:R:3
C 2.6537 -0.1589 -0.5099 -0.27 0.37 -0.36
N -0.4634 -0.2894 -0.2829 -6.85 0.70 -1.49
N 1.7522 -0.3386 0.6050 -2.88 1.43 1.58
C 0.2139 0.5526 0.4598 7.61 -1.33 0.25
N -0.6805 -1.6085 0.0951 -0.14 0.04 0.53
C -2.1737 0.4496 -0.3511 0.40 -1.83 0.71
N 0.3690 1.7662 0.7410 -1.13 -0.19 0.09
N -3.0751 -0.3622 0.0123 1.44 1.06 -0.57
H 2.1023 0.1814 1.4110 0.13 -0.11 -0.27
H -1.2205 -2.0497 -0.6485 0.37 0.19 -0.02
H -1.3279 -1.6061 0.8965 0.42 -0.17 -0.23
H -0.4637 2.3328 0.5987 -0.17 0.07 0.07
H -4.0313 0.0134 0.0153 0.49 0.03 -0.11
H -2.3563 1.5012 -0.6303 0.65 -0.42 -0.08
H 3.6640 -0.4780 -0.2134 -0.29 0.12 -0.01
H 2.6885 0.8841 -0.8499 0.23 0.00 -0.14
H 2.3488 -0.7899 -1.3487 -0.01 0.04 0.05
```
Positions in Å, forces in eV/Å.

=====

(6)
Entry from OMol25: a 2-piece molecular cluster, C3H9N5 overall in a non-equilibrium geometry (wB97M-V/def2-TZVPD).

Properties
SMILES: C[C@@H](N)C#N.[H]/N=N\N
HOMO in Ha: -0.348
Maximum force in eV Å⁻¹: 1.8

XYZ file:
```
17
Properties=species:S:1:pos:R:3:forces:R:3
C -1.8494 0.7159 -1.0253 0.08 0.27 -0.23
C -0.3208 0.7278 -1.1656 -0.54 0.99 -0.18
N 0.2411 1.5546 -0.1159 0.03 -0.01 -0.14
C 0.0651 -0.6767 -1.2989 -0.03 -0.46 -0.50
N 0.1786 -1.7889 -1.5511 -0.05 -0.34 -0.15
H -2.3089 0.1925 -1.8593 -0.05 -0.06 -0.01
H -2.1365 0.2194 -0.1014 -0.01 -0.09 0.10
H -2.2127 1.7401 -0.9964 -0.01 0.06 -0.01
H -0.0434 1.2018 -2.1208 -0.15 -0.17 0.19
H -0.0670 1.2360 0.7961 0.08 -0.01 -0.09
H 1.2550 1.5324 -0.1276 -0.14 -0.06 0.10
H 2.1097 0.0799 2.3012 -0.34 -0.34 -0.04
N 2.1642 -0.0663 1.2688 1.21 0.99 0.84
N 1.4705 -0.9592 0.8153 0.18 -0.62 -0.52
N 0.6467 -1.6715 1.5431 -0.51 -0.27 1.05
H 0.6202 -1.6020 2.5629 0.15 0.02 -0.32
H 0.1876 -2.4356 1.0750 0.11 0.09 -0.10
```
Positions in Å, forces in eV/Å.

=====

(7)
Entry from OMol25: one molecule with the formula C3H9N5O in a non-equilibrium geometry (wB97M-V/def2-TZVPD).

Properties
SMILES: [H]/N=C(\NC)N(O)/C=N\N
HOMO in Ha: -0.312
Maximum force in eV Å⁻¹: 4.2

XYZ file:
```
18
Properties=species:S:1:pos:R:3:forces:R:3
H -2.5032 2.3222 0.4558 3.30 -1.59 -1.23
N -1.4253 2.0223 0.1704 -3.90 0.86 1.42
C -1.1566 0.7717 0.0908 0.71 3.71 -0.35
N -1.9531 -0.3159 0.1942 -1.41 3.08 2.51
C -1.4444 -1.4950 -0.3825 -1.71 -1.36 -1.22
N 0.2562 0.5626 -0.1414 -1.02 0.63 -0.20
O 0.9969 1.8307 -0.2562 1.24 -1.55 -2.27
C 0.8366 -0.1065 0.9192 2.78 0.10 -0.97
N 2.0785 -0.3277 0.8228 2.07 -1.63 0.98
N 2.7590 -0.1000 -0.3701 1.73 -1.06 -3.26
H -2.9530 0.0661 0.4761 2.63 -2.20 -1.13
H -0.4391 -1.7732 -0.0283 -0.07 0.76 -1.17
H -1.8163 -1.4332 -1.4383 1.81 -0.70 0.19
H -1.9429 -2.3425 -0.0097 -1.26 -1.10 0.69
H 1.8516 1.5526 -0.8787 -2.96 0.31 2.35
H 0.4975 -0.3421 1.9056 -1.23 0.19 0.25
H 3.8532 -0.1003 -0.3009 -3.07 -0.47 0.54
H 2.5043 -0.7917 -1.2287 0.38 2.05 2.86
```
Positions in Å, forces in eV/Å.

=====

(8)
Entry from OMol25: one molecule with the formula C3H9NO (wB97M-V/def2-TZVPD).

Properties
SMILES: CCCNO
HOMO in Ha: -0.334
Maximum force in eV Å⁻¹: 0.6

XYZ file:
```
14
Properties=species:S:1:pos:R:3:forces:R:3
C 1.9314 0.2171 0.1504 -0.18 0.06 -0.15
C 0.5234 0.3481 -0.4128 -0.07 -0.11 0.24
C -0.4418 -0.6451 0.2382 0.07 0.49 -0.20
N -1.8175 -0.5506 -0.2220 -0.48 -0.33 0.06
O -2.3768 0.7259 0.1122 0.30 0.15 -0.01
H 2.5997 0.9301 -0.3263 0.13 0.02 0.02
H 2.3190 -0.7853 -0.0202 0.12 -0.09 0.02
H 1.9340 0.4073 1.2215 0.06 0.01 0.12
H 0.1469 1.3593 -0.2437 -0.02 -0.03 -0.08
H 0.5407 0.1731 -1.4922 -0.05 0.03 -0.03
H -0.4537 -0.4977 1.3220 0.05 -0.12 -0.03
H -0.1297 -1.6726 0.0332 0.03 -0.02 0.07
H -1.8369 -0.5700 -1.2410 -0.06 0.14 0.23
H -2.9387 0.5603 0.8806 0.08 -0.22 -0.26
```
Positions in Å, forces in eV/Å.

=====

(9)
Entry from OMol25: a 2-piece molecular cluster, C3H9NO overall in a non-equilibrium geometry (wB97M-V/def2-TZVPD).

Properties
SMILES: C/C=C/N.O
HOMO in Ha: -0.298
Maximum force in eV Å⁻¹: 5.9

XYZ file:
```
14
Properties=species:S:1:pos:R:3:forces:R:3
C -0.5748 1.4404 -1.3517 0.49 1.53 0.82
C -0.7177 0.5914 -0.1068 1.57 1.82 -2.34
C 0.2044 0.2753 0.7775 0.68 -0.70 -0.37
N -0.2309 -0.2187 1.9794 4.21 -3.60 1.90
H 0.1550 2.3064 -1.1634 -0.20 -1.74 -0.89
H -0.5202 0.8450 -2.2721 0.61 0.47 0.08
H -1.4698 2.0574 -1.4479 -0.40 -0.32 -0.09
H -1.7093 0.3757 0.0466 -2.21 -0.77 0.99
H 1.3157 0.2566 0.6107 -1.29 0.48 0.23
H 0.1639 -1.2072 2.2321 -0.88 2.63 -0.54
H -1.1618 -0.1633 2.2000 -2.57 0.23 0.19
O 1.4876 -2.3562 -0.1054 3.92 -0.06 -2.61
H 2.2913 -2.2622 -0.8369 -3.17 -0.43 2.98
H 0.7666 -1.9406 -0.5620 -0.76 0.46 -0.34
```
Positions in Å, forces in eV/Å.

=====

(10)
Entry from OMol25: one molecule with the formula C3H9NO (wB97M-V/def2-TZVPD).

Properties
SMILES: C[C@H](O)CN
HOMO in Ha: -0.337
Maximum force in eV Å⁻¹: 1.0

XYZ file:
```
14
Properties=species:S:1:pos:R:3:forces:R:3
C -1.4968 0.1575 0.8684 0.83 -0.34 0.36
C -0.0189 0.2214 0.4850 -0.64 -0.34 -0.16
O 0.4036 1.5577 0.6982 0.54 0.17 0.12
C 0.2284 -0.2522 -0.9680 0.46 -0.26 -0.04
N 0.8316 -1.5812 -1.1318 -0.10 0.42 -0.20
H -1.6182 0.1718 1.9489 0.05 0.21 0.12
H -2.0005 1.0186 0.4534 -0.38 -0.03 -0.32
H -1.8823 -0.8051 0.5414 -0.39 0.11 -0.29
H 0.5208 -0.4642 1.1414 0.26 -0.03 0.08
H 1.3724 1.5727 0.7561 -0.45 0.04 -0.08
H -0.6640 -0.2109 -1.5908 -0.27 0.03 0.21
H 0.9156 0.4513 -1.4274 0.17 0.18 -0.06
H 1.7945 -1.5728 -0.8290 0.00 -0.15 0.14
H 0.3339 -2.3183 -0.6569 -0.07 -0.01 0.13
```
Positions in Å, forces in eV/Å.